Formula: C37H52ClF15N5O13
Source: the OMol25 dataset
Level of theory: ωB97M-V/def2-TZVPD

```
! wB97M-V def2-TZVPD RIJCOSX def2/J DEFGRID3
* xyz 1 1
C 3.6058 3.2905 3.2946
C 3.7172 3.7055 1.9792
C 2.5216 4.3834 1.1838
C 1.6589 3.2368 0.5686
N 2.0343 1.8907 0.4702
C 0.9445 1.2383 -0.1447
N 1.0213 -0.0558 -0.4128
C 2.3092 -0.7409 -0.0307
C 2.4071 -1.0453 1.5457
C 3.8564 -0.5182 2.0046
C 0.0233 -0.9000 -1.0919
C -1.1078 -1.4869 -0.1026
C -0.5531 -2.5250 0.9511
O -0.6507 -1.9504 2.2847
C 0.0334 -2.7153 3.2303
C 0.7319 -1.9006 4.3970
O 0.1562 -3.9208 3.2099
N -0.1509 2.0953 -0.4210
C -1.4768 1.9153 -0.9986
Cl -1.3193 2.3652 -2.7946
C -2.6470 2.7667 -0.2726
C -3.1133 4.0384 -1.1171
N 0.3668 3.2940 0.0068
N -0.1663 4.5838 -0.0204
C 0.2843 5.2374 -1.0254
O 0.8283 5.6748 -1.9452
H 4.2597 2.4162 3.5961
H 2.9040 3.7677 4.0290
H 4.7217 3.5315 1.4983
H 1.9186 4.9771 1.9453
H 2.8871 5.0789 0.3693
H 2.3404 -1.7661 -0.5240
H 3.2153 -0.2003 -0.4313
H 2.3986 -2.1555 1.7316
H 1.5860 -0.5148 2.1020
H 3.7559 0.5379 2.3859
H 4.6041 -0.5104 1.1638
H 4.2709 -1.1525 2.8529
H 0.4705 -1.8245 -1.5784
H -0.5075 -0.3682 -1.9481
H -1.7434 -0.6779 0.3612
H -1.7998 -2.0711 -0.7932
H 0.4914 -2.8427 0.6650
H -1.1734 -3.4726 0.9723
H 1.8576 -1.8519 4.2367
H 0.5815 -2.3829 5.4076
H 0.3740 -0.8347 4.4572
H -1.8732 0.8696 -1.0030
H -3.5773 2.1289 -0.1390
H -2.2890 3.1645 0.7277
H -2.2685 4.6488 -1.5341
H -3.7141 4.7469 -0.4589
H -3.7941 3.7323 -1.9746
C 2.4982 -6.5083 4.0015
C 3.5175 -5.4105 4.2253
O 4.1422 -5.5527 5.5116
C 5.1779 -6.4044 5.5704
O 5.5936 -7.0318 4.6376
C 5.7743 -6.4201 6.9782
F 4.8284 -6.4547 7.9356
F 6.5207 -5.3218 7.2121
F 6.5691 -7.4795 7.1857
H 1.7717 -6.5288 4.8164
H 1.9685 -6.3556 3.0600
H 2.9763 -7.4898 3.9754
H 3.0178 -4.4399 4.2262
H 4.2647 -5.3876 3.4286
C 6.3758 -9.4468 1.4661
C 5.5714 -10.6028 2.0235
O 4.1668 -10.3960 1.7961
C 3.7024 -10.7681 0.5938
O 4.3725 -11.2478 -0.2762
C 2.1931 -10.5361 0.5143
F 1.8279 -9.3453 1.0328
F 1.5096 -11.4775 1.1936
F 1.7358 -10.5607 -0.7464
H 6.0205 -8.4996 1.8782
H 7.4339 -9.5620 1.7061
H 6.2714 -9.3828 0.3808
H 5.7079 -10.6590 3.1044
H 5.8989 -11.5580 1.6080
C 0.8089 6.2008 -5.3575
C 0.6295 7.6379 -4.9119
O 0.6000 8.5187 -6.0439
C -0.5888 8.6514 -6.6528
O -1.5925 8.0891 -6.3126
C -0.4888 9.6527 -7.8037
F 0.6210 9.4739 -8.5432
F -0.4533 10.9214 -7.3535
F -1.5297 9.5690 -8.6459
H 1.6973 6.1011 -5.9848
H 0.9094 5.5401 -4.4955
H -0.0421 5.8655 -5.9540
H 1.4806 7.9429 -4.3009
H -0.2665 7.7595 -4.2989
C -5.7980 -6.5169 2.7429
C -6.6234 -5.4832 2.0043
O -5.7796 -4.4422 1.4794
C -5.2003 -4.6946 0.2977
O -5.3386 -5.7067 -0.3275
C -4.3787 -3.4882 -0.1573
F -3.6467 -2.9520 0.8428
F -5.1617 -2.4983 -0.6296
F -3.5134 -3.7922 -1.1401
H -5.1919 -6.0417 3.5175
H -6.4431 -7.2639 3.2075
H -5.1093 -7.0262 2.0657
H -7.3172 -5.0033 2.6958
H -7.2216 -5.9377 1.2121
C -4.2809 9.2525 -5.6570
C -5.7232 9.6655 -5.8674
O -6.4335 9.6765 -4.6173
C -6.3139 10.7923 -3.8816
O -5.6665 11.7499 -4.1983
C -7.1574 10.6826 -2.6110
F -7.0401 9.4764 -2.0190
F -8.4675 10.8596 -2.8683
F -6.8174 11.5957 -1.6893
H -4.2281 8.2923 -5.1392
H -3.7613 9.1674 -6.6109
H -3.7515 9.9796 -5.0370
H -6.2255 8.9369 -6.5055
H -5.7951 10.6338 -6.3668
*
```

Results
- Energy: -126554.81437 eV

Mulliken atomic charge list, values in e, 5 entries:
1. C -0.709
2. C -0.247
3. C -0.431
4. C 0.454
5. N -0.253